1.
Below is 10 unconnected molecules or ions with the total composition C16H54F6N4O9P, with properties calculated with the ωB97M-V functional and the def2-TZVPD basis.

Each atom is followed by the atoms it is bonded to, with distances in Å.
Geometry (Å):
1 H 2.283 -1.074 -1.312  O22 0.957
2 H 4.962 -2.531 1.461  C53 1.090
3 C 3.460 4.020 -5.920  H14 1.090, H57 1.090, H63 1.090, O77 1.383
4 H 3.254 -2.231 -1.213  O22 0.957
5 H -2.212 1.640 2.770  N15 1.010
6 O 1.311 3.681 1.890  H32 0.957, H65 0.957
7 F -0.002 -1.044 -1.122  P26 1.625
8 O 3.434 2.072 -0.001  H9 0.957, H87 0.957
9 H 4.110 1.573 -0.458  O8 0.957
10 H -2.547 -4.986 -4.079  C27 1.090
11 H 0.089 1.270 3.814  O75 0.957
12 H -3.078 -0.309 4.250  C86 1.090
13 H -0.406 4.715 -4.489  N45 1.010
14 H 3.721 3.141 -6.510  C3 1.090
15 N -1.753 1.961 3.610  H5 1.010, C35 1.455, H41 1.010
16 H -1.149 -3.986 -5.785  N42 1.010
17 C 1.312 3.033 -5.495  C34 1.543, H38 1.090, H46 1.090, O77 1.496
18 H -1.875 2.426 -4.234  C90 1.090
19 H 5.252 -2.167 3.122  C53 1.090
20 H -3.476 -5.226 -5.565  C27 1.090
21 H -1.389 3.087 -5.816  C90 1.090
22 O 3.204 -1.302 -1.439  H1 0.957, H4 0.957
23 H 0.819 0.480 2.749  O75 0.957
24 H 4.049 -4.148 3.252  C43 1.090
25 H -4.467 -1.776 6.022  C33 1.090
26 P 0.152 0.281 -0.195  F7 1.625, F39 1.633, F61 1.631, F66 1.635, F72 1.621, F73 1.624
27 C -3.311 -4.552 -4.724  H10 1.090, H20 1.090, H29 1.090, C88 1.509
28 H -1.908 -0.075 5.510  C86 1.090
29 H -4.280 -4.528 -4.224  C27 1.090
30 H 1.987 -2.789 1.690  N60 1.010
31 O 0.027 3.668 -1.081  H59 0.957, H71 0.957
32 H 0.978 2.921 1.413  O6 0.957
33 C -3.993 -1.099 6.733  H25 1.090, O62 1.437, H67 1.090, H79 1.090
34 C 0.235 2.942 -4.394  C17 1.543, N45 1.429, H56 1.090, C90 1.526
35 C -2.628 1.763 4.756  N15 1.455, H44 1.090, C54 1.548, C86 1.543
36 H 1.997 -3.650 4.565  C51 1.090
37 H 5.243 -3.369 5.063  C50 1.090
38 H 1.545 2.020 -5.825  C17 1.090
39 F -0.945 1.198 -0.983  P26 1.633
40 H 4.729 -2.849 6.719  C50 1.090
41 H -1.620 2.942 3.407  N15 1.010
42 N -1.826 -3.266 -5.993  H16 1.010, H74 1.010, C88 1.452
43 C 3.453 -3.299 2.917  H24 1.090, C51 1.553, C53 1.552, N60 1.442
44 H -2.161 2.201 5.638  C35 1.090
45 N 0.052 4.203 -3.748  H13 1.010, C34 1.429, H78 1.010
46 H 1.023 3.644 -6.351  C17 1.090
47 C -2.481 -2.475 -3.648  O58 1.465, H82 1.090, H84 1.090, C88 1.569
48 H 1.853 -4.231 2.161  N60 1.010
49 H 1.836 -2.097 3.879  C51 1.090
50 C 4.404 -3.189 5.736  H37 1.090, H40 1.090, H85 1.090, O89 1.449
51 C 2.588 -2.847 4.126  H36 1.090, C43 1.553, H49 1.090, O89 1.411
52 H -4.296 -1.387 -1.037  C76 1.090
53 C 4.455 -2.241 2.381  H2 1.090, H19 1.090, C43 1.552, H64 1.090
54 C -3.822 2.637 4.300  C35 1.548, H55 1.090, H80 1.090, H81 1.090
55 H -3.811 3.713 4.131  C54 1.090
56 H 0.668 2.224 -3.697  C34 1.090
57 H 3.191 4.729 -6.703  C3 1.090
58 O -3.653 -2.184 -2.819  C47 1.465, C76 1.435
59 H -0.438 2.879 -0.803  O31 0.957
60 N 2.568 -3.605 1.821  H30 1.010, C43 1.442, H48 1.010
61 F 1.307 0.770 -1.237  P26 1.631
62 O -3.899 0.177 6.080  C33 1.437, C86 1.403
63 H 4.359 4.421 -5.453  C3 1.090
64 H 4.065 -1.231 2.257  C53 1.090
65 H 0.548 4.026 2.354  O6 0.957
66 F 1.401 -0.378 0.629  P26 1.635
67 H -3.076 -1.450 7.207  C33 1.090
68 H -2.588 -1.757 -1.013  C76 1.090
69 H -3.742 -2.609 -5.444  C88 1.090
70 H -1.014 1.524 -5.552  C90 1.090
71 H 0.008 3.633 -2.038  O31 0.957
72 F 0.403 1.559 0.771  P26 1.621
73 F -0.800 -0.306 0.983  P26 1.624
74 H -1.276 -2.420 -5.965  N42 1.010
75 O 0.951 0.920 3.589  H11 0.957, H23 0.957
76 C -3.394 -1.393 -1.650  H52 1.090, O58 1.435, H68 1.090, H83 1.090
77 O 2.483 3.798 -4.967  C3 1.383, C17 1.496
78 H 0.942 4.679 -3.712  N45 1.010
79 H -4.717 -1.103 7.548  C33 1.090
80 H -4.637 2.584 5.021  C54 1.090
81 H -4.322 2.323 3.383  C54 1.090
82 H -1.883 -1.590 -3.861  C47 1.090
83 H -3.231 -0.355 -1.940  C76 1.090
84 H -1.756 -3.082 -3.106  C47 1.090
85 H 4.023 -4.208 5.814  C50 1.090
86 C -2.866 0.287 5.137  H12 1.090, H28 1.090, C35 1.543, O62 1.403
87 H 2.612 1.652 -0.255  O8 0.957
88 C -2.889 -3.133 -5.013  C27 1.509, N42 1.452, C47 1.569, H69 1.090
89 O 3.355 -2.345 5.199  C50 1.449, C51 1.411
90 C -1.085 2.452 -4.984  H18 1.090, H21 1.090, C34 1.526, H70 1.090

- Charge: -1
- Kohn-Sham gap: 0.3390 hartree
- E_LUMO: 2.449 eV
- E_HOMO: -6.78 eV



2.
Below is 10 unconnected molecules or ions with the total composition C16H54F6N4O9P, with properties calculated with the ωB97M-V functional and the def2-TZVPD basis.

Each atom is followed by the atoms it is bonded to, with distances in Å.
Geometry (Å):
1 F -0.494 -0.653 -1.345  P84 1.642
2 H 0.425 0.655 3.686  C12 1.093
3 H -2.694 -3.071 -4.031  C35 1.089
4 H 1.379 -0.633 4.375  C12 1.091
5 H -1.960 -2.096 6.848  C82 1.092
6 N -1.442 5.439 0.813  C14 1.464, H44 1.022, H73 1.019
7 H 6.695 1.582 -0.165  C40 1.093
8 C 5.505 -1.824 -0.432  O9 1.401, H46 1.096, H55 1.099, C71 1.520
9 O 6.751 -2.348 -0.063  C8 1.401, C38 1.408
10 F 0.255 1.534 0.934  P84 1.615
11 C -1.890 -0.529 4.532  O17 1.411, H31 1.097, C69 1.534, H76 1.099
12 C 0.395 -0.401 3.968  H2 1.093, H4 1.091, O17 1.414, H70 1.091
13 F 1.105 -0.640 0.220  P84 1.615
14 C -2.431 4.493 1.331  N6 1.464, H27 1.095, C47 1.535, C67 1.516
15 F 0.861 1.097 -1.187  P84 1.640
16 H 4.458 1.239 -1.349  N64 1.012
17 O -0.558 -0.594 4.995  C11 1.411, C12 1.414
18 H 0.458 -6.428 -5.060  C34 1.101
19 H -4.251 0.526 4.644  N22 1.019
20 F -1.125 -0.421 0.889  P84 1.611
21 H -0.576 -5.371 -5.889  C34 1.095
22 N -4.253 -0.216 5.342  H19 1.019, H45 1.014, C69 1.460
23 N -1.384 -4.099 -1.986  C57 1.468, H63 1.022, H79 1.022
24 H 3.881 0.379 -0.155  N64 1.016
25 H 6.170 -0.397 -1.826  C71 1.092
26 C -5.200 5.947 -0.603  O29 1.390, H72 1.089, H81 1.097, H85 1.101
27 H -2.370 3.551 0.775  C14 1.095
28 H -2.965 3.626 3.281  C67 1.093
29 O -3.955 5.409 -0.300  C26 1.390, C47 1.438
30 O -1.379 1.793 -3.365  H33 0.970, H41 0.962
31 H -2.109 -1.343 3.830  C11 1.097
32 O 0.425 3.817 -0.500  H36 0.966, H54 0.977
33 H -1.205 1.547 -2.444  O30 0.970
34 C 0.482 -5.490 -5.636  H18 1.101, H21 1.095, O49 1.406, H75 1.085
35 C -1.628 -3.200 -4.213  H3 1.089, C57 1.532, H60 1.095, H74 1.090
36 H 0.644 2.990 -0.051  O32 0.966
37 H -3.599 -1.596 -1.330  O43 0.963
38 C 6.760 -3.751 0.053  O9 1.408, H39 1.095, H50 1.091, H68 1.092
39 H 6.266 -4.013 0.994  C38 1.095
40 C 6.416 0.557 0.093  H7 1.093, H58 1.101, C71 1.535, H88 1.095
41 H -2.288 1.515 -3.512  O30 0.962
42 H 3.177 -0.520 -2.452  O51 0.974
43 O -3.437 -0.653 -1.437  H37 0.963, H80 0.970
44 H -1.542 6.226 1.457  N6 1.022
45 H -4.717 -0.985 4.871  N22 1.014
46 H 5.060 -2.346 -1.286  C8 1.096
47 C -3.868 4.960 1.063  C14 1.535, O29 1.438, H65 1.097, H83 1.093
48 H -1.207 3.996 3.049  C67 1.087
49 O 1.003 -4.463 -4.829  C34 1.406, C62 1.418
50 H 6.392 -4.275 -0.831  C38 1.091
51 O 2.373 -0.775 -2.938  H42 0.974, H61 0.963
52 H 2.796 2.707 -2.915  O77 0.960
53 H 1.475 2.087 -2.440  O77 0.979
54 H -0.290 4.204 0.044  O32 0.977
55 H 4.775 -1.913 0.384  C8 1.099
56 H 1.032 -3.590 -2.999  C62 1.092
57 C -1.010 -4.332 -3.386  N23 1.468, C35 1.532, C62 1.535, H66 1.092
58 H 7.399 0.143 0.366  C40 1.101
59 H -2.526 0.170 6.481  C69 1.091
60 H -1.551 -3.483 -5.268  C35 1.095
61 H 1.693 -0.782 -2.256  O51 0.963
62 C 0.519 -4.415 -3.497  O49 1.418, H56 1.092, C57 1.535, H87 1.102
63 H -0.910 -4.799 -1.411  N23 1.022
64 N 4.348 0.277 -1.052  H16 1.012, H24 1.016, C71 1.475
65 H -4.150 5.854 1.633  C47 1.097
66 H -1.415 -5.269 -3.775  C57 1.092
67 C -2.229 4.289 2.820  C14 1.516, H28 1.093, H48 1.087, H89 1.098
68 H 7.776 -4.125 0.197  C38 1.092
69 C -2.873 -0.519 5.709  C11 1.534, N22 1.460, H59 1.091, C82 1.527
70 H 0.254 -1.035 3.091  C12 1.091
71 C 5.657 -0.374 -0.862  C8 1.520, H25 1.092, C40 1.535, N64 1.475
72 H -5.277 6.110 -1.677  C26 1.089
73 H -1.803 5.842 -0.050  N6 1.019
74 H -1.132 -2.234 -4.121  C35 1.090
75 H 1.100 -5.623 -6.518  C34 1.085
76 H -2.074 0.356 3.907  C11 1.099
77 O 1.886 2.569 -3.187  H52 0.960, H53 0.979
78 H -3.000 -2.637 5.492  C82 1.092
79 H -0.862 -3.275 -1.681  N23 1.022
80 H -2.697 -0.464 -0.838  O43 0.970
81 H -6.044 5.332 -0.267  C26 1.097
82 C -2.895 -1.922 6.311  H5 1.092, C69 1.527, H78 1.092, H90 1.091
83 H -4.556 4.142 1.294  C47 1.093
84 P -0.124 0.356 -0.104  F1 1.642, F10 1.615, F13 1.615, F15 1.640, F20 1.611, F86 1.633
85 H -5.402 6.919 -0.125  C26 1.101
86 F -1.418 1.215 -0.608  P84 1.633
87 H 0.924 -5.316 -3.006  C62 1.102
88 H 5.945 0.699 1.072  C40 1.095
89 H -2.479 5.209 3.364  C67 1.098
90 H -3.671 -2.124 7.051  C82 1.091

- Charge: -1
- Kohn-Sham gap: 0.3466 hartree
- E_LUMO: 2.468 eV
- E_HOMO: -6.96 eV



We find 2 to be the most stable, with the next structure 0.0601 hartree higher.



1.
Below is 2 unconnected molecules or ions with the total composition C4H10O, with properties calculated with the ωB97M-V functional and the def2-TZVPD basis.

Each atom is followed by the atoms it is bonded to, with distances in Å.
Geometry (Å):
1 C 0.356 0.579 -0.114  C4 1.511, C10 1.502, C15 1.326
2 O -0.448 -2.710 0.578  H3 0.983, H12 0.980
3 H -0.950 -2.349 -0.186  O2 0.983
4 C 0.485 1.404 1.145  C1 1.511, H6 1.094, H8 1.088, H11 1.092
5 H 0.965 -0.977 -1.324  C15 1.085
6 H 1.557 1.495 1.345  C4 1.094
7 H -0.933 0.205 -1.845  C10 1.094
8 H 0.046 2.398 1.086  C4 1.088
9 H -1.826 0.641 -0.424  C10 1.095
10 C -0.876 0.818 -0.940  C1 1.502, H7 1.094, H9 1.095, H13 1.099
11 H 0.041 0.840 1.969  C4 1.092
12 H -1.054 -3.452 0.783  O2 0.980
13 H -0.902 1.838 -1.348  C10 1.099
14 H 2.277 -0.440 -0.188  C15 1.083
15 C 1.263 -0.290 -0.539  C1 1.326, H5 1.085, H14 1.083

- Spin multiplicity: 2
- Charge: -1
- Kohn-Sham gap (alpha / beta): 0.1115 / 0.3522 hartree
- E_LUMO (alpha / beta): 4.170 / 3.926 eV
- E_HOMO (alpha / beta): 1.14 / -5.66 eV



2.
Below is 2 unconnected molecules or ions with the total composition C4H10O, with properties calculated with the ωB97M-V functional and the def2-TZVPD basis.

Each atom is followed by the atoms it is bonded to, with distances in Å.
Geometry (Å):
1 H -1.067 0.863 -2.492  C4 1.092
2 H 1.977 -1.033 1.747  O12 0.978
3 H 0.225 0.848 1.166  C9 1.078
4 C -0.120 0.609 -2.010  H1 1.092, C5 1.536, H10 1.089, H11 1.089
5 C -0.291 -0.516 -0.978  C4 1.536, C6 1.525, H7 1.086, H14 1.096
6 C -1.283 -0.104 0.105  C5 1.525, H8 1.084, C9 1.334
7 H -0.486 -1.484 -1.429  C5 1.086
8 H -2.301 -0.368 -0.159  C6 1.084
9 C -0.795 0.500 1.190  H3 1.078, C6 1.334, H13 1.083
10 H 0.287 1.517 -1.568  C4 1.089
11 H 0.621 0.287 -2.740  C4 1.089
12 O 2.008 -0.282 2.373  H2 0.978, H15 0.989
13 H -1.359 0.715 2.089  C9 1.083
14 H 0.669 -0.751 -0.504  C5 1.096
15 H 1.915 -0.802 3.210  O12 0.989

- Spin multiplicity: 2
- Charge: -1
- Kohn-Sham gap (alpha / beta): 0.1055 / 0.3554 hartree
- E_LUMO (alpha / beta): 3.998 / 3.880 eV
- E_HOMO (alpha / beta): 1.13 / -5.79 eV



We find 1 to be the most stable, with the next structure 0.0105 hartree higher.



1.
Below is a gas-phase ion, C5H8ClN2 (charge +1), with properties calculated with the ωB97M-V functional and the def2-TZVPD basis.

Each atom is followed by the atoms it is bonded to, with distances in Å.
Geometry (Å):
1 H 1.053 1.471 1.307  C14 1.015
2 H -0.336 -2.124 0.052  C3 1.173
3 C 0.083 -1.098 0.436  H2 1.173, C5 1.531, C11 1.480, H13 1.145
4 C 2.541 -0.305 0.049  C5 1.281, Cl16 1.650
5 C 1.559 -1.127 0.028  C3 1.531, C4 1.281, H10 1.078
6 N -0.055 1.119 -0.426  C11 1.335, H12 0.993, C14 1.340
7 N -1.927 -0.140 -0.772  H9 1.003, C11 1.350, H15 1.002
8 H 1.516 2.322 -0.145  C14 1.057
9 H -2.166 -1.076 -1.042  N7 1.003
10 H 1.682 -2.124 -0.365  C5 1.078
11 C -0.709 -0.023 -0.202  C3 1.480, N6 1.335, N7 1.350
12 H -0.408 1.654 -1.185  N6 0.993
13 H 0.002 -1.177 1.575  C3 1.145
14 C 1.007 1.506 0.294  H1 1.015, N6 1.340, H8 1.057
15 H -2.185 0.582 -1.417  N7 1.002
16 Cl 4.107 0.112 -0.260  C4 1.650

- Charge: +1
- Kohn-Sham gap (alpha / beta): 0.2831 / 0.2830 hartree
- E_LUMO (alpha / beta): -4.425 / -4.426 eV
- E_HOMO (alpha / beta): -12.13 / -12.13 eV



2.
Below is a gas-phase ion, C5H8ClN2 (charge +1), with properties calculated with the ωB97M-V functional and the def2-TZVPD basis.

Each atom is followed by the atoms it is bonded to, with distances in Å.
Geometry (Å):
1 H 0.643 -2.573 0.945  C7 1.068
2 Cl 1.158 1.177 -2.230  C5 1.810
3 H 0.844 2.442 0.228  N13 1.048
4 H -0.309 -1.581 1.813  C7 1.056
5 C 0.897 0.587 -0.538  Cl2 1.810, H9 1.142, N13 1.375, C14 1.830
6 N -1.731 0.580 -0.080  C10 1.283, C12 1.325
7 C 0.332 -1.552 0.974  H1 1.068, H4 1.056, C14 1.516, H16 1.029
8 H -1.787 -0.884 -1.492  C10 1.043
9 H 1.987 0.472 -0.215  C5 1.142
10 C -1.257 -0.426 -0.720  N6 1.283, H8 1.043, C14 1.435
11 H 0.243 -1.588 -1.262  C14 1.058
12 C -0.999 1.526 0.491  N6 1.325, N13 1.291, H15 1.053
13 N 0.233 1.599 0.112  H3 1.048, C5 1.375, C12 1.291
14 C 0.015 -1.010 -0.405  C5 1.830, C7 1.516, C10 1.435, H11 1.058
15 H -1.435 2.259 1.107  C12 1.053
16 H 1.167 -1.028 1.271  C7 1.029

- Charge: +1
- SMILES string: C[C@H]1C=NC=[NH+][C@@H]1Cl
- Kohn-Sham gap: 0.3481 hartree
- E_LUMO: -5.624 eV
- E_HOMO: -15.10 eV



We find 2 to be the most stable, with the next structure 0.0497 hartree higher.